Computed, not measured: a structure of composition C58H36N6O8Pb, with wB97M-V/def2-TZVPD.

Properties
* HOMO: -7.213 eV
* energy: -91293.7243 eV
* orbital gap: 0.1790 Ha
* energy relative to the best compared isomer or geometry (same formula, charge and spin): 6.8 kcal per mole
* 2S+1: 1
* LUMO level: -2.34 eV

Each line ends with the Mulliken charge.
Atoms and positions in Å:
C (-0.421820, -3.375108, -2.332304)  2.0716
H (-5.797098, 0.720271, -2.426428)  0.4734
C (-1.915895, -2.370582, -4.098000)  -1.3339
H (-2.487189, 1.910613, -4.855898)  0.5156
C (-0.750605, 2.296353, 1.404836)  3.7703
C (0.797902, -2.241606, 2.241084)  1.4540
C (2.231836, 2.910412, -1.669143)  0.2553
C (2.338605, 3.426543, -0.323711)  -0.6261
H (-2.082904, 6.351324, 4.689867)  0.4085
C (-4.046159, 1.259668, -3.535946)  -0.8191
C (0.698700, -2.951658, 0.986340)  0.3734
H (0.491357, -7.555239, -5.539532)  0.3895
H (-6.486669, 2.761351, -6.124884)  0.3934
C (3.786404, 4.687576, -2.349601)  -0.4701
O (4.874198, 6.521170, 0.492664)  -0.6583
H (3.157320, -4.890644, 6.248939)  0.3830
C (0.813268, -4.606511, -0.516048)  -1.4365
H (4.502078, -4.040536, 4.354359)  0.4047
C (4.402359, 0.925102, 0.259161)  0.3021
H (2.300431, -5.943869, -5.047027)  0.4231
C (-3.556049, 1.860719, -4.693172)  0.1219
C (0.368211, -0.970429, 2.507104)  -0.0808
C (-2.991494, 2.997332, 0.187433)  -1.3642
C (-0.852000, 5.740753, 3.046076)  -0.9532
C (1.319134, -5.807371, -4.613511)  -0.8823
C (5.973429, -0.013702, -1.839565)  -0.6748
H (1.870085, -4.017149, -3.553369)  0.5841
C (-0.956528, -6.527485, -4.338393)  -0.8610
C (-2.055638, 3.263199, 3.311613)  -0.0975
H (1.618977, -4.930159, 1.498273)  0.5571
N (-1.863195, 1.135049, -0.463146)  0.2241
H (0.021877, 1.804473, 4.271305)  0.6189
H (0.978835, -5.536380, -1.032060)  0.5277
C (-6.292418, 1.735641, -4.253169)  -0.8518
N (4.767901, 6.208902, -0.683948)  1.0579
H (3.242466, 4.862311, 0.988471)  0.5547
C (0.302569, -6.709959, -4.891944)  -0.4223
H (-7.358907, 1.680910, -4.081463)  0.3940
C (3.151219, 4.500430, -0.028352)  0.8419
C (-1.201877, -5.440544, -3.513040)  0.0616
C (1.306526, -4.152015, 5.459423)  -0.8456
C (-2.414967, -0.520275, -2.945500)  0.4229
C (-0.346188, 1.057280, 2.182769)  0.4560
C (0.056372, 0.995290, 3.562524)  -1.2939
H (-4.416738, 3.030429, -1.467877)  0.5467
N (4.192800, -1.605147, -2.447447)  0.9395
C (2.677240, -4.360245, 5.437988)  -0.4266
H (-1.845657, -3.151671, -4.834494)  0.5409
O (2.193296, 1.427595, 1.045314)  0.7298
H (-2.535171, 2.295563, 3.408595)  0.5288
C (0.505271, -0.267719, 3.762819)  -1.6533
C (3.924092, -0.087878, -0.553748)  0.6675
C (1.442984, -2.989376, 3.356614)  -0.7702
C (1.083704, -4.726944, -3.776958)  0.0120
H (2.951927, -0.522424, -0.400375)  0.3643
O (3.954488, 2.087238, 2.286801)  -0.6166
C (-1.240488, -2.349336, -2.836915)  0.1159
C (-1.910286, 2.080984, 0.435643)  -0.1071
H (-4.044935, 2.877691, -6.509035)  0.3980
N (0.117672, -2.461422, -0.115629)  -0.0715
H (6.026853, 2.244277, 0.689842)  0.5147
C (4.720345, -0.540293, -1.583213)  0.1461
H (-0.382544, 6.708402, 2.933773)  0.4692
N (-1.558733, -1.196331, -2.166637)  -0.2750
C (3.432001, -3.885755, 4.373982)  -0.8539
C (-2.668040, -1.233320, -4.157542)  -1.2644
C (-5.416448, 1.197272, -3.320561)  0.0610
H (4.351823, 5.203877, -3.112543)  0.5007
C (-2.415110, 4.298657, 4.156389)  -1.0707
C (1.624350, 2.759734, 0.806539)  -0.9386
O (0.279218, 2.631539, 0.454441)  -0.1078
C (0.167288, -3.449898, -1.060876)  0.0952
C (5.673403, 1.451348, 0.044650)  -1.0630
C (-0.181694, -4.539355, -3.228486)  -0.8522
O (5.323038, 6.805861, -1.592290)  -0.6769
C (2.817362, -3.208171, 3.333133)  -0.0185
Pb (0.149184, -0.086754, -0.823903)  1.7066
H (0.911809, -0.682720, 4.668888)  0.5107
C (-3.582131, 2.579875, -0.959550)  -1.3775
H (7.428077, 1.412034, -1.183624)  0.4207
H (3.402539, -2.835672, 2.501869)  0.5842
C (-1.805870, 5.541130, 4.029158)  -0.5287
H (0.713660, -4.522527, 6.284833)  0.4043
H (-3.328730, -0.919183, -4.947276)  0.5202
H (2.890806, 3.280566, -3.678969)  0.4816
H (-0.379890, -3.300867, 4.436595)  0.4688
C (1.136587, -4.298836, 0.771946)  -1.3698
H (-1.749815, -7.231781, -4.549461)  0.4013
O (1.547490, 1.894516, -1.987590)  -0.4603
C (-0.494029, 4.702563, 2.193407)  -0.2994
H (-3.246982, 3.853253, 0.787302)  0.5298
H (0.219213, 4.879970, 1.402047)  0.5382
N (-0.181777, -0.086510, 1.573325)  -0.0814
C (-5.803012, 2.340250, -5.400379)  -0.3457
O (4.782175, -1.843091, -3.477183)  -0.6402
C (-1.083710, 3.455395, 2.332124)  -1.0061
C (6.451382, 0.985830, -1.005026)  -0.6924
C (2.981332, 3.627650, -2.658224)  -0.9090
C (3.539987, 1.534047, 1.308820)  -0.2043
C (-2.879696, 1.394985, -1.391761)  -0.1552
C (-3.070983, 0.705204, -2.555983)  1.3773
H (6.545826, -0.377820, -2.679521)  0.5379
O (3.175167, -2.167233, -2.088172)  -0.4773
H (-2.182252, -5.291588, -3.078974)  0.4865
C (0.689830, -3.465319, 4.423331)  0.0353
H (1.748171, 3.308309, 1.746159)  0.8989
H (-3.169125, 4.137734, 4.915213)  0.4345
C (-4.432986, 2.403214, -5.618127)  -0.9145
C (3.885381, 5.123748, -1.024376)  -1.1079

Force components x, y, z for each atom (eV/Å):
0.015 -0.029 0.034
0.004 -0.007 0.025
0.022 -0.050 0.070
0.029 0.003 -0.013
-0.048 0.241 0.039
-0.032 0.048 0.057
0.070 0.065 -0.038
-0.047 0.000 0.010
0.000 0.012 0.017
0.063 0.035 -0.051
-0.028 -0.022 -0.099
0.005 -0.020 -0.017
-0.012 0.010 -0.012
-0.010 0.024 -0.016
0.164 -0.038 0.130
0.011 -0.012 0.015
-0.005 0.032 -0.019
0.024 -0.006 0.004
-0.011 0.057 -0.018
0.024 0.000 -0.008
-0.063 0.010 0.028
0.147 -0.064 -0.029
-0.065 -0.003 0.004
0.006 -0.007 -0.015
-0.004 -0.009 -0.005
-0.007 0.032 -0.021
0.047 0.002 0.023
0.002 -0.003 0.000
0.046 -0.003 -0.004
-0.009 -0.035 0.016
-0.089 -0.057 0.082
0.012 0.019 0.012
0.005 -0.039 -0.013
-0.001 -0.008 -0.003
-0.503 0.289 -0.064
0.007 -0.026 0.013
0.005 0.014 0.006
-0.018 -0.004 0.006
0.076 0.018 0.034
0.004 -0.003 -0.013
0.004 -0.007 -0.004
-0.006 -0.077 -0.049
-0.018 -0.066 -0.036
0.037 -0.028 0.048
-0.028 0.027 -0.045
-0.148 0.200 -0.045
-0.003 0.006 -0.004
-0.001 -0.017 -0.046
0.113 0.007 -0.259
-0.010 -0.017 0.019
-0.005 0.042 -0.021
-0.020 -0.003 -0.003
0.022 0.004 -0.006
-0.025 0.017 0.006
-0.086 0.004 0.009
0.008 0.057 -0.133
0.025 0.056 -0.108
0.033 0.061 -0.069
0.003 0.011 -0.022
-0.166 -0.005 0.184
-0.004 0.014 0.009
0.082 -0.002 0.089
0.011 0.021 -0.013
-0.167 -0.078 0.146
-0.010 -0.003 -0.007
-0.005 0.076 0.004
-0.027 -0.021 0.026
0.011 -0.012 -0.005
-0.003 0.014 0.006
0.028 0.215 0.241
0.039 -0.386 -0.017
0.030 -0.036 -0.031
-0.026 -0.030 0.004
0.007 -0.004 -0.006
0.244 -0.044 -0.061
-0.016 0.011 0.026
0.631 0.201 -0.501
0.019 -0.022 0.034
0.012 -0.021 0.055
0.014 0.013 -0.009
0.020 0.003 -0.023
-0.016 -0.007 0.009
-0.009 -0.006 0.012
-0.016 -0.016 -0.029
0.016 -0.024 -0.018
-0.023 0.010 -0.003
0.049 0.028 0.017
-0.018 -0.014 -0.003
-0.096 -0.079 0.198
-0.096 -0.001 -0.042
0.002 0.030 0.025
0.055 0.016 -0.032
-0.272 -0.001 0.082
0.020 0.005 -0.002
0.155 -0.120 -0.104
0.053 -0.046 0.059
-0.029 -0.018 0.008
0.038 0.008 -0.019
-0.135 -0.106 0.265
0.053 -0.003 -0.095
-0.082 0.031 0.118
0.016 -0.017 0.006
-0.121 -0.124 0.039
-0.021 0.000 0.008
0.000 -0.003 0.004
-0.022 -0.027 -0.060
-0.017 -0.002 0.005
-0.014 -0.007 -0.002
0.074 -0.154 -0.002